1.
A molecular structure, C23H14Br3ClINO3W, computed with ωB97M-V/def2-TZVPD.

Positions of all 47 atoms, in Å:
W1 0.41 -0.69 -0.48
C1 -2.16 -0.33 1.97
C2 -0.79 -0.29 2.52
C3 -0.62 -0.12 3.91
C4 0.63 -0.04 4.46
C5 1.76 -0.11 3.64
C6 3.11 0.02 4.08
Br1 3.48 0.26 5.90
C7 4.14 -0.02 3.18
C8 3.88 -0.20 1.81
Br2 5.29 -0.24 0.59
C9 2.59 -0.36 1.37
O1 2.25 -0.55 0.08
C10 1.53 -0.30 2.27
N1 0.27 -0.40 1.70
H1 -2.89 -0.03 2.72
H2 -2.41 -1.34 1.65
H3 -2.25 0.34 1.12
H4 -1.50 -0.05 4.53
H5 0.75 0.09 5.53
H6 5.16 0.09 3.52
Cl1 4.89 0.98 -5.84
C11 3.66 0.83 -4.66
C12 2.99 1.97 -4.21
C13 1.99 1.89 -3.25
C14 1.67 0.65 -2.72
O2 0.66 0.59 -1.81
C15 2.33 -0.51 -3.17
C16 2.00 -1.80 -2.69
O3 1.16 -2.05 -1.79
C17 3.33 -0.40 -4.15
H7 3.26 2.94 -4.62
H8 1.47 2.77 -2.91
H9 2.48 -2.67 -3.14
H10 3.84 -1.29 -4.50
Br3 -2.36 1.78 -1.38
C18 -3.87 0.77 -0.92
C19 -5.05 1.43 -0.59
C20 -6.16 0.70 -0.19
C21 -6.09 -0.68 -0.10
C22 -4.91 -1.34 -0.42
C23 -3.83 -0.60 -0.83
I1 -2.14 -1.73 -1.41
H11 -5.09 2.51 -0.66
H12 -7.07 1.22 0.06
H13 -6.95 -1.26 0.22
H14 -4.85 -2.42 -0.36

Results
Net charge: +2
HOMO (alpha / beta), eV: -13.74 / -13.94
Energy, Eh: -9711.83369
Frontier orbital gap (alpha / beta), eV: 5.958 / 6.225
Lowest unoccupied orbital energy (alpha / beta), eV: -7.78 / -7.71
Energy relative to the best compared isomer or geometry (same formula, charge and spin), kcal per mole: 0.00
Spin multiplicity: 3


2.
A molecular structure, C23H15Br2N2O7STc at a distorted geometry, computed with ωB97M-V/def2-TZVPD.

Positions of all 51 atoms, in Å:
Tc1 -1.04 -0.19 -0.35
O1 -3.93 2.26 4.26
C1 -3.43 1.81 3.04
C2 -2.90 2.60 2.00
C3 -2.44 1.90 0.94
N1 -2.29 0.58 1.03
C4 -2.90 -0.23 1.96
C5 -3.50 0.38 3.00
C6 -2.83 -1.61 1.50
O2 -3.35 -2.51 2.16
O3 -2.40 -1.66 0.26
C7 -2.08 2.52 -0.33
O4 -1.89 3.71 -0.59
O5 -2.09 1.56 -1.22
H1 -4.20 3.21 4.19
H2 -2.87 3.67 2.02
H3 -4.03 -0.09 3.79
Br1 -1.94 -2.26 -5.25
C8 -0.49 -1.31 -4.44
C9 0.63 -1.10 -5.22
C10 1.64 -0.24 -4.83
Br2 3.31 -0.37 -5.77
C11 1.56 0.55 -3.65
C12 2.30 1.76 -3.36
C13 2.17 2.35 -2.12
C14 1.18 1.91 -1.22
N2 0.43 0.88 -1.48
C15 0.51 0.22 -2.74
C16 -0.47 -0.78 -3.10
O6 -1.33 -1.10 -2.17
H4 0.62 -1.51 -6.20
H5 3.07 2.18 -4.03
H6 2.89 3.14 -1.86
H7 1.01 2.40 -0.23
C17 0.11 -3.30 0.88
S1 0.62 -1.79 0.02
O7 1.41 -2.29 -1.12
C18 1.66 -1.15 1.31
C19 3.05 -1.43 1.24
C20 3.85 -0.92 2.26
C21 3.32 -0.08 3.24
C22 1.94 0.07 3.36
C23 1.10 -0.40 2.34
H8 1.10 -3.88 1.03
H9 -0.57 -3.76 0.18
H10 -0.44 -2.96 1.84
H11 3.48 -1.97 0.38
H12 4.93 -1.21 2.39
H13 4.00 0.24 4.06
H14 1.51 0.58 4.21
H15 0.02 -0.39 2.40

Results
Net charge: +1
HOMO (alpha / beta), eV: -11.64 / -11.87
Energy, Eh: -7148.39033
Frontier orbital gap (alpha / beta), eV: 7.361 / 5.694
Lowest unoccupied orbital energy (alpha / beta), eV: -4.27 / -6.18
Spin multiplicity: 4


- Which of these has the highest net charge?
  C23H14Br3ClINO3W


What did the second record say?
A molecular structure, C23H15Br2N2O7STc at a distorted geometry, computed with ωB97M-V/def2-TZVPD.

Positions of all 51 atoms, in Å:
Tc1 -1.04 -0.19 -0.35
O1 -3.93 2.26 4.26
C1 -3.43 1.81 3.04
C2 -2.90 2.60 2.00
C3 -2.44 1.90 0.94
N1 -2.29 0.58 1.03
C4 -2.90 -0.23 1.96
C5 -3.50 0.38 3.00
C6 -2.83 -1.61 1.50
O2 -3.35 -2.51 2.16
O3 -2.40 -1.66 0.26
C7 -2.08 2.52 -0.33
O4 -1.89 3.71 -0.59
O5 -2.09 1.56 -1.22
H1 -4.20 3.21 4.19
H2 -2.87 3.67 2.02
H3 -4.03 -0.09 3.79
Br1 -1.94 -2.26 -5.25
C8 -0.49 -1.31 -4.44
C9 0.63 -1.10 -5.22
C10 1.64 -0.24 -4.83
Br2 3.31 -0.37 -5.77
C11 1.56 0.55 -3.65
C12 2.30 1.76 -3.36
C13 2.17 2.35 -2.12
C14 1.18 1.91 -1.22
N2 0.43 0.88 -1.48
C15 0.51 0.22 -2.74
C16 -0.47 -0.78 -3.10
O6 -1.33 -1.10 -2.17
H4 0.62 -1.51 -6.20
H5 3.07 2.18 -4.03
H6 2.89 3.14 -1.86
H7 1.01 2.40 -0.23
C17 0.11 -3.30 0.88
S1 0.62 -1.79 0.02
O7 1.41 -2.29 -1.12
C18 1.66 -1.15 1.31
C19 3.05 -1.43 1.24
C20 3.85 -0.92 2.26
C21 3.32 -0.08 3.24
C22 1.94 0.07 3.36
C23 1.10 -0.40 2.34
H8 1.10 -3.88 1.03
H9 -0.57 -3.76 0.18
H10 -0.44 -2.96 1.84
H11 3.48 -1.97 0.38
H12 4.93 -1.21 2.39
H13 4.00 0.24 4.06
H14 1.51 0.58 4.21
H15 0.02 -0.39 2.40

Results
Net charge: +1
HOMO (alpha / beta), eV: -11.64 / -11.87
Energy, Eh: -7148.39033
Frontier orbital gap (alpha / beta), eV: 7.361 / 5.694
Lowest unoccupied orbital energy (alpha / beta), eV: -4.27 / -6.18
Spin multiplicity: 4


- Among the records above, which one has the highest energy?
  C23H15Br2N2O7STc